Record 1
Formula: C22H23N7OS
Source: OMol25
Level of theory: ωB97M-V/def2-TZVPD

Structure (XYZ):
```
54
C22H23N7OS ωB97M-V/def2-TZVPD
C 4.8505 -1.3310 -2.1556
C 4.8966 -1.0797 -0.6903
N 5.6149 -1.8225 0.1305
N 5.4443 -1.3179 1.3504
C 6.1081 -1.9162 2.4708
C 4.6223 -0.2399 1.3576
C 4.3329 0.5112 2.6039
C 4.2393 -0.0600 0.0358
N 3.4259 0.9106 -0.5731
C 2.3564 1.5551 -0.0545
O 1.9326 1.4183 1.0697
C 1.7586 2.5436 -1.0570
S 0.1488 3.1431 -0.4833
C -0.7385 1.6432 -0.5056
N -0.1413 0.5628 -0.9654
C -0.8123 -0.5963 -0.9871
C -0.0892 -1.7793 -1.4715
C 1.0608 -1.5998 -2.4271
C 1.3346 -1.9853 -1.0163
N -2.0659 -0.7856 -0.6125
C -2.6783 0.3058 -0.1570
C -2.0651 1.5830 -0.0655
C -3.0746 2.4158 0.4672
N -4.1678 1.7328 0.6717
N -3.9484 0.4528 0.2996
C -4.9673 -0.4984 0.4133
C -4.7527 -1.8208 0.0404
C -5.7828 -2.7353 0.1634
C -7.0182 -2.3444 0.6526
C -7.2253 -1.0254 1.0230
C -6.2066 -0.0997 0.9060
H 5.2539 -0.4801 -2.7065
H 3.8268 -1.5058 -2.4830
H 5.4508 -2.2070 -2.3810
H 6.7288 -2.7217 2.0848
H 5.3855 -2.3266 3.1796
H 6.7355 -1.1852 2.9841
H 3.3959 1.0501 2.4979
H 5.1276 1.2302 2.8092
H 4.2573 -0.1673 3.4511
H 3.6162 1.0279 -1.5580
H 2.3944 3.4263 -1.1368
H 1.6239 2.0872 -2.0371
H -0.7235 -2.6486 -1.5758
H 1.2770 -0.5871 -2.7305
H 1.1842 -2.3379 -3.2055
H 1.7416 -1.2424 -0.3495
H 1.6533 -2.9943 -0.8043
H -3.0247 3.4612 0.6960
H -3.7878 -2.1155 -0.3383
H -5.6172 -3.7625 -0.1259
H -7.8170 -3.0650 0.7452
H -8.1864 -0.7151 1.4053
H -6.3483 0.9308 1.1890
```

The total charge is 0. As for the SMILES: Cc1nn(C)c(C)c1NC(=O)CSc1nc(C2CC2)nc2c1cnn2-c1ccccc1.

Record 2
Formula: C22H23N8O5Y
Source: OMol25
Level of theory: ωB97M-V/def2-TZVPD

Structure (XYZ):
```
59
C22H23N8O5Y ωB97M-V/def2-TZVPD
Y 0.0342 -0.6623 0.3537
O 1.9005 1.8327 2.8167
C 1.2661 0.7445 2.1744
O 2.0086 0.0804 1.2484
C 0.8778 -0.2124 3.3197
O 0.4130 -1.4274 2.6898
C 1.3830 -2.4779 2.7760
C 1.3462 -3.3709 1.5475
O 1.7719 -4.5157 1.6199
O 0.8659 -2.8273 0.4788
H 2.5477 2.1712 2.1875
H 1.7483 -0.4309 3.9354
H 0.0748 0.1960 3.9303
H 2.3874 -2.0516 2.8096
H 1.2055 -3.0774 3.6694
N 0.6667 1.8434 -2.1469
C 1.5241 0.7774 -2.3838
C 2.5728 0.9826 -3.2893
C 3.4705 -0.0354 -3.5068
C 3.3139 -1.2421 -2.8333
C 2.2595 -1.3612 -1.9586
N 1.3726 -0.3731 -1.7360
C -0.6715 1.8697 -1.7778
C -1.3588 3.0790 -1.9311
C -2.6850 3.1300 -1.5911
C -3.3143 1.9785 -1.1231
C -2.5590 0.8398 -0.9896
N -1.2503 0.7758 -1.2994
H 0.9894 2.7128 -2.5367
H 2.6638 1.9278 -3.8079
H 4.2885 0.1068 -4.2010
H 4.0046 -2.0609 -2.9691
H 2.1019 -2.2619 -1.3781
H -0.8370 3.9578 -2.2855
H -3.2305 4.0598 -1.6801
H -4.3575 1.9779 -0.8439
H -2.9831 -0.0808 -0.6133
N -0.3346 -5.2118 -0.3123
C -1.6339 -5.4140 -0.4940
N -2.0918 -6.6759 -0.6038
N -2.5468 -4.4505 -0.5810
C -2.1802 -3.2307 -0.3385
N -1.9068 -2.1168 -0.1468
H 0.2777 -5.9563 -0.0211
H 0.0418 -4.2707 -0.1386
H -1.4655 -7.4488 -0.7261
H -3.0681 -6.7975 -0.8019
N -0.0485 1.1136 1.5133
C -0.4561 2.4376 1.4478
C 0.3827 3.4532 0.9462
C -0.0616 4.7581 0.8171
C -1.3678 5.0983 1.1512
C -2.2157 4.1094 1.6306
C -1.7649 2.8064 1.7852
H 1.3847 3.1867 0.6325
H 0.6121 5.5191 0.4385
H -1.7116 6.1197 1.0470
H -3.2347 4.3579 1.9041
H -2.4227 2.0384 2.1756
```

The energy above the lowest of the compared OMol25 structures with the same formula, charge and spin comes out at 0.0 kJ/mol. The total charge is 0.

Per-record frontier orbital gap, eV: 8.774, 7.276
Per-record E_tot, Eh: -1708.87521, -1704.96217